{"formula": "C26H46ClO2PPm", "method": "wB97M-V/def2-TZVPD", "symbols": ["Pm", "Cl", "P", "C", "H", "H", "C", "C", "C", "H", "C", "H", "H", "C", "H", "H", "C", "H", "H", "C", "H", "H", "H", "H", "C", "C", "H", "C", "H", "H", "C", "H", "H", "C", "H", "H", "C", "H", "H", "H", "H", "C", "H", "C", "H", "H", "C", "H", "H", "C", "H", "H", "C", "H", "H", "H", "H", "C", "C", "H", "C", "H", "C", "H", "H", "C", "H", "H", "C", "H", "H", "H", "H", "O", "C", "O", "H"], "positions_angstrom": [[3.35, -0.33, -0.34], [2.69, 1.87, -1.45], [-0.31, 0.08, -0.46], [4.90, -1.22, -1.54], [5.16, -2.23, -0.98], [5.81, -0.47, -1.41], [-1.51, -0.87, 0.66], [-0.99, -0.14, -2.21], [-1.50, -2.36, 0.31], [-1.02, -0.75, 1.64], [-2.18, -3.18, 1.41], [-2.03, -2.53, -0.64], [-0.47, -2.71, 0.14], [-3.61, -2.71, 1.67], [-2.17, -4.24, 1.12], [-1.58, -3.09, 2.32], [-3.70, -1.19, 1.88], [-4.24, -3.00, 0.83], [-4.00, -3.22, 2.56], [-2.96, -0.39, 0.80], [-4.75, -0.88, 1.90], [-3.27, -0.93, 2.86], [-3.49, -0.52, -0.15], [-3.01, 0.68, 1.05], [-0.70, 1.90, -0.11], [-2.49, -0.39, -2.39], [-0.72, 0.81, -2.70], [-2.83, -0.45, -3.88], [-2.76, -1.35, -1.93], [-3.09, 0.39, -1.92], [-2.02, -1.52, -4.63], [-3.91, -0.64, -4.00], [-2.62, 0.54, -4.32], [-0.52, -1.40, -4.37], [-2.36, -2.51, -4.30], [-2.21, -1.44, -5.70], [-0.18, -1.25, -2.88], [0.01, -2.28, -4.76], [-0.12, -0.52, -4.89], [-0.33, -2.21, -2.38], [0.90, -1.03, -2.77], [-0.64, 2.17, 1.40], [0.19, 2.36, -0.57], [-0.75, 3.67, 1.71], [-1.47, 1.64, 1.91], [0.30, 1.77, 1.82], [-1.97, 4.32, 1.04], [-0.80, 3.82, 2.79], [0.16, 4.16, 1.35], [-2.09, 3.99, -0.46], [-2.88, 3.99, 1.55], [-1.91, 5.41, 1.16], [-1.96, 2.49, -0.75], [-3.05, 4.35, -0.85], [-1.29, 4.51, -1.01], [-2.85, 1.97, -0.37], [-1.95, 2.34, -1.84], [3.65, -0.98, 2.42], [4.48, -0.52, 1.60], [3.05, -1.94, 2.19], [4.81, 1.09, 1.32], [5.37, -1.13, 0.81], [5.10, 1.56, 2.78], [5.69, 1.15, 0.65], [4.03, 1.74, 0.80], [3.84, 1.30, 3.65], [5.92, 0.93, 3.14], [5.45, 2.62, 2.81], [3.03, -0.07, 3.52], [4.16, 1.33, 4.70], [3.12, 2.11, 3.45], [3.13, -0.68, 4.47], [1.94, 0.17, 3.27], [0.75, -4.12, -1.52], [1.73, -3.51, -1.14], [1.86, -2.23, -0.81], [2.69, -4.09, -1.00]], "relative_energy_kcal_mol": 25.8, "homo_ev": [-2.78, -3.19], "spin_multiplicity": 5, "e_tot_ev": -70167.9871, "total_charge": -1}